Entry from OMol25: a single C17H27NO4 molecule (ωB97M-V with the def2-TZVPD basis set).

Last columns: bonded neighbours and bond lengths (Å).
Geometry (Å):
1 C -2.200 1.712 -3.253  C2 1.574, H23 1.119, H24 1.103, H25 1.123
2 C -0.776 1.767 -2.586  C1 1.574, C3 1.463, C4 1.576, C5 1.535
3 C -0.512 3.206 -2.580  C2 1.463, H26 1.070, H27 1.105, H28 1.111
4 C 0.322 1.128 -3.518  C2 1.576, H29 1.060, H30 1.054, H31 1.078
5 C -0.682 1.035 -1.240  C2 1.535, C6 1.451, C21 1.501
6 C -0.178 1.705 -0.056  C5 1.451, C7 1.395, H32 1.146
7 C 0.044 1.011 1.133  C6 1.395, C8 1.526, C15 1.382
8 C 0.786 1.804 2.205  C7 1.526, C9 1.557, H33 1.052, H34 1.094
9 C 2.315 1.601 1.997  C8 1.557, C10 1.525, H35 1.100, H36 1.142
10 C 3.000 0.428 2.691  C9 1.525, O11 1.393, H37 1.094, H38 1.022
11 O 4.370 0.543 2.467  C10 1.393, N12 1.431
12 N 5.257 -0.485 2.918  O11 1.431, O13 1.209, O14 1.252
13 O 6.243 -0.701 2.252  N12 1.209
14 O 4.936 -1.093 3.964  N12 1.252
15 C -0.268 -0.325 1.301  C7 1.382, C16 1.424, H39 1.088
16 C -0.834 -1.064 0.223  C15 1.424, C17 1.549, C21 1.453
17 C -1.478 -2.415 0.623  C16 1.549, C18 1.535, C19 1.524, C20 1.490
18 C -2.843 -2.488 -0.077  C17 1.535, H40 1.151, H41 1.036, H42 1.101
19 C -0.556 -3.535 0.157  C17 1.524, H43 1.154, H44 1.033, H45 1.126
20 C -1.833 -2.527 2.065  C17 1.490, H46 1.097, H47 1.063, H48 1.079
21 C -0.983 -0.426 -1.074  C5 1.501, C16 1.453, O22 1.363
22 O -1.230 -1.192 -2.173  C21 1.363, H49 0.967
23 H -2.945 2.028 -2.480  C1 1.119
24 H -2.565 0.694 -3.474  C1 1.103
25 H -2.372 2.373 -4.145  C1 1.123
26 H -0.241 3.466 -3.582  C3 1.070
27 H -1.355 3.776 -2.148  C3 1.105
28 H 0.374 3.412 -1.942  C3 1.111
29 H 1.215 1.599 -3.194  C4 1.060
30 H 0.132 1.363 -4.528  C4 1.054
31 H 0.520 0.073 -3.419  C4 1.078
32 H -0.035 2.834 0.080  C6 1.146
33 H 0.473 2.807 2.155  C8 1.052
34 H 0.365 1.398 3.129  C8 1.094
35 H 2.528 1.706 0.922  C9 1.100
36 H 2.767 2.580 2.372  C9 1.142
37 H 2.541 -0.504 2.351  C10 1.094
38 H 2.822 0.554 3.690  C10 1.022
39 H 0.022 -0.813 2.230  C15 1.088
40 H -2.786 -3.246 -0.941  C18 1.151
41 H -3.611 -2.858 0.512  C18 1.036
42 H -3.137 -1.512 -0.491  C18 1.101
43 H -0.082 -3.523 -0.895  C19 1.154
44 H 0.250 -3.490 0.801  C19 1.033
45 H -0.979 -4.570 0.296  C19 1.126
46 H -2.281 -3.524 2.162  C20 1.097
47 H -1.005 -2.482 2.730  C20 1.063
48 H -2.446 -1.697 2.382  C20 1.079
49 H -1.072 -2.132 -2.013  O22 0.967

## Properties
- gap between HOMO and LUMO (hartree) = 0.305
- SMILES string = CC(C)(C)c1cc(CCCO[N+](=O)[O-])cc(C(C)(C)C)c1O
- energy relative to the best compared isomer or geometry (same formula, charge and spin) (kcal/mol) = 166.5
- calculated total energy (a.u.) = -1019.46652
- E_LUMO (eV) = 0.1
- charge = 0
- 2S+1 = 1

Atom charges from the natural (NBO) analysis, given in e for atoms 1 to 2: C -0.61; C -0.09